Entry 1:
The following is a DFT calculation (ωB97M-V with the def2-TZVPD basis set) of 5 unconnected molecules or ions with the total composition C30H69ClFNO15S in a non-equilibrium geometry.

Structure (SMILES) ... O=S(=O)(F)N(CCCO)CCCCl.COCCOCCOC.COCCOCCOC.COCCOCCOC.COCCOCCOC
HOMO-LUMO gap ... 7.91 eV
E_HOMO ... -8.816 eV
Energy above the lowest of the compared OMol25 structures with the same formula, charge and spin ... 4.019 eV
E ... -90494.063 eV

Structure (ORCA input):
```
! RIJCOSX wB97M-V def2-TZVPD def2/J DEFGRID3
* xyz 0 1
O -1.66 1.67 0.45
S -1.31 0.16 0.76
O -0.06 0.20 1.67
F -2.62 -0.40 1.76
N -1.13 -0.69 -0.74
C -2.33 -1.53 -1.12
C -3.60 -0.52 -1.45
C -4.88 -0.75 -0.44
O -6.06 -1.36 -1.06
C 0.18 -1.44 -0.86
C 0.16 -2.99 -0.32
C -0.41 -3.20 1.20
Cl 0.89 -2.88 2.53
H -2.09 -2.09 -2.14
H -2.61 -2.38 -0.36
H -4.01 -0.70 -2.55
H -3.28 0.62 -1.41
H -4.54 -1.48 0.45
H -5.16 0.27 0.11
H -5.96 -2.36 -0.95
H 1.11 -0.86 -0.41
H 0.41 -1.50 -2.03
H 1.30 -3.34 -0.31
H -0.37 -3.74 -1.08
H -1.41 -2.64 1.44
H -0.65 -4.36 1.30
C 0.92 3.28 -0.75
O 1.38 3.09 -2.08
C 0.92 1.87 -2.65
C 0.70 2.02 -4.16
O -0.49 2.75 -4.49
C -0.45 4.16 -4.24
C 0.48 4.93 -5.19
O 1.84 4.75 -4.80
C 2.73 4.83 -5.90
H 1.37 2.55 -0.08
H 1.22 4.29 -0.43
H -0.17 3.22 -0.70
H -0.02 1.54 -2.18
H 1.69 1.11 -2.46
H 0.55 1.02 -4.57
H 1.57 2.43 -4.66
H -0.22 4.37 -3.19
H -1.47 4.52 -4.42
H 0.26 6.00 -5.13
H 0.31 4.58 -6.21
H 2.45 4.12 -6.68
H 3.73 4.56 -5.54
H 2.75 5.84 -6.30
C 7.44 -1.58 1.11
O 6.61 -0.75 1.90
C 7.35 0.20 2.67
C 6.56 1.51 2.82
O 6.54 2.31 1.64
C 5.73 1.83 0.56
C 4.23 1.91 0.83
O 3.82 0.86 1.71
C 2.71 1.22 2.50
H 8.03 -2.24 1.76
H 6.80 -2.20 0.47
H 8.09 -0.99 0.47
H 8.32 0.42 2.19
H 7.53 -0.24 3.65
H 7.07 2.12 3.58
H 5.55 1.33 3.20
H 6.04 0.82 0.26
H 5.96 2.48 -0.29
H 3.68 1.79 -0.11
H 3.99 2.89 1.26
H 2.90 2.14 3.06
H 2.53 0.41 3.22
H 1.82 1.34 1.87
C -0.64 0.29 5.73
O -0.21 1.65 5.73
C -0.56 2.33 4.52
C -0.86 3.80 4.80
O -2.13 4.03 5.42
C -2.24 3.63 6.80
C -1.44 4.52 7.76
O -0.05 4.19 7.69
C 0.79 5.30 7.98
H -0.08 -0.28 4.99
H -0.45 -0.12 6.72
H -1.71 0.22 5.54
H -1.44 1.87 4.05
H 0.30 2.24 3.84
H -0.91 4.32 3.84
H -0.05 4.28 5.36
H -1.99 2.58 6.92
H -3.30 3.74 7.05
H -1.77 4.34 8.78
H -1.60 5.57 7.50
H 0.56 6.14 7.33
H 1.83 5.00 7.80
H 0.68 5.59 9.03
C -4.21 -4.63 -6.74
O -3.45 -5.25 -5.72
C -2.76 -4.31 -4.89
C -2.65 -4.82 -3.45
O -3.88 -4.73 -2.72
C -4.91 -5.65 -3.09
C -4.60 -7.10 -2.70
O -3.66 -7.67 -3.60
C -2.85 -8.67 -2.99
H -3.54 -4.15 -7.47
H -4.79 -5.40 -7.25
H -4.90 -3.90 -6.32
H -3.27 -3.34 -4.90
H -1.75 -4.19 -5.31
H -1.95 -4.17 -2.92
H -2.24 -5.83 -3.41
H -5.15 -5.56 -4.15
H -5.80 -5.34 -2.54
H -5.52 -7.70 -2.76
H -4.23 -7.12 -1.67
H -2.36 -8.27 -2.10
H -2.09 -8.97 -3.71
H -3.46 -9.54 -2.73
*
```

Mulliken population analysis, charges in e, atoms 1 to 2: atom 1 (O): -0.59, atom 2 (S): 0.78

***

Entry 2:
The following is a DFT calculation (ωB97M-V with the def2-TZVPD basis set) of a molecular structure, C28H36CsGeN2O8 in a non-equilibrium geometry.

HOMO-LUMO gap ... 5.51 eV
E_HOMO ... -3.791 eV
Energy above the lowest of the compared OMol25 structures with the same formula, charge and spin ... 1.000 eV
E ... -106045.959 eV

Structure (ORCA input):
```
! RIJCOSX wB97M-V def2-TZVPD def2/J DEFGRID3
* xyz -1 1
Cs 0.19 0.41 -0.53
C 1.67 3.74 -0.93
C 0.93 3.53 -2.10
C 1.30 2.52 -2.98
C 2.39 1.72 -2.70
C 3.13 1.93 -1.54
C 2.77 2.94 -0.65
H 1.37 4.51 -0.23
H 0.07 4.14 -2.30
H 0.71 2.35 -3.87
H 2.66 0.91 -3.37
H 3.97 1.29 -1.31
H 3.32 3.08 0.26
O -3.48 -4.66 0.00
C -2.61 -3.83 -0.13
C -2.31 -3.00 -1.35
O -2.95 -2.92 -2.40
C -1.08 -2.24 -1.08
C -0.80 -2.31 0.34
O 0.02 -1.60 1.02
C -1.60 -3.39 0.92
O -1.50 -3.84 2.06
O -0.50 -1.56 -1.98
C 0.53 0.79 3.86
C 1.24 0.67 2.53
O 1.10 1.52 1.66
H -0.26 0.05 3.88
H 0.11 1.79 3.97
H 1.21 0.57 4.69
O -2.55 -1.27 -6.48
C -3.12 -1.73 -5.28
N -3.05 -0.73 -4.25
C -3.68 0.44 -4.38
O -4.30 0.76 -5.40
C -3.63 1.37 -3.19
C -4.71 2.18 -2.88
C -4.67 2.91 -1.70
C -3.58 2.75 -0.86
N -2.53 1.98 -1.15
C -2.54 1.39 -2.34
H -3.10 -0.52 -6.76
H -2.56 -2.59 -4.92
H -4.17 -2.01 -5.44
H -2.66 -1.05 -3.36
H -5.56 2.21 -3.55
H -5.49 3.55 -1.42
H -3.57 3.23 0.11
H -1.67 0.83 -2.63
C 7.10 -1.55 0.95
C 5.76 -0.89 1.24
C 5.41 -0.94 2.72
C 4.09 -0.23 3.06
Ge 2.41 -0.95 2.29
C 1.72 -2.39 3.36
C 2.73 -3.41 3.91
C 2.88 -4.62 2.99
C 3.34 -4.28 1.58
H 7.35 -1.51 -0.11
H 7.08 -2.60 1.24
H 7.91 -1.06 1.50
H 4.98 -1.38 0.66
H 5.79 0.16 0.92
H 6.22 -0.47 3.29
H 5.38 -1.98 3.04
H 4.15 0.81 2.75
H 3.96 -0.22 4.15
H 2.65 -1.22 0.81
H 0.93 -2.86 2.78
H 1.21 -1.88 4.18
H 2.38 -3.76 4.88
H 3.70 -2.96 4.09
H 1.91 -5.13 2.93
H 3.59 -5.32 3.44
H 2.61 -3.66 1.07
H 3.48 -5.18 0.98
H 4.29 -3.73 1.60
*
```

Mulliken population analysis, charges in e, atoms 1 to 2: atom 1 (Cs): 1.46, atom 2 (C): -0.38

***

Entry 3:
The following is a DFT calculation (ωB97M-V with the def2-TZVPD basis set) of a molecular structure, C46H48HgN3Sb in a non-equilibrium geometry.

HOMO-LUMO gap ... 3.09 eV
E_HOMO ... 1.077 eV
E ... -63657.930 eV

Structure (ORCA input):
```
! RIJCOSX wB97M-V def2-TZVPD def2/J DEFGRID3
* xyz -2 1
Hg -0.03 0.62 -0.56
N -2.77 0.63 2.48
N -2.82 0.87 -1.18
C -0.10 -2.89 -2.13
C -1.36 -3.12 -1.50
C -1.14 -3.14 -0.10
C -2.19 -3.19 0.94
H -3.07 -3.73 0.57
H -2.51 -2.17 1.23
H -1.81 -3.70 1.83
C 0.25 -3.01 0.13
C 0.89 -3.00 1.47
H 0.84 -4.00 1.93
H 0.38 -2.32 2.15
H 1.95 -2.71 1.41
C 0.90 -2.85 -1.12
C 2.34 -2.62 -1.31
H 2.66 -1.66 -0.85
H 2.60 -2.60 -2.38
H 2.94 -3.41 -0.84
C -2.66 -3.29 -2.17
H -2.88 -4.36 -2.37
H -2.69 -2.79 -3.14
H -3.48 -2.91 -1.55
C 0.13 -2.70 -3.58
H 0.94 -1.98 -3.76
H -0.77 -2.31 -4.07
H 0.39 -3.64 -4.08
C -2.66 1.35 3.59
H -2.71 0.81 4.54
C -2.45 2.73 3.60
H -2.37 3.25 4.55
C -2.30 3.39 2.39
H -2.09 4.46 2.35
C -2.40 2.67 1.21
H -2.25 3.11 0.23
C -2.72 1.27 1.28
C -2.99 0.46 0.16
H -3.53 -0.47 0.29
C -1.64 0.83 -1.89
C -3.87 1.27 -2.03
H -4.87 1.47 -1.67
C -3.36 1.33 -3.26
H -3.84 1.55 -4.19
N -2.02 0.93 -3.19
C -1.31 0.49 -4.35
C -1.97 -0.39 -5.24
C -1.31 -0.76 -6.41
H -1.85 -1.37 -7.15
C 0.00 -0.38 -6.67
C 0.69 -0.83 -7.92
H 1.75 -1.05 -7.72
H 0.66 -0.07 -8.71
H 0.21 -1.73 -8.31
C 0.65 0.46 -5.75
H 1.67 0.79 -5.95
C -0.02 0.94 -4.61
C 0.63 1.98 -3.75
H -0.09 2.71 -3.36
H 1.38 2.53 -4.34
H 1.17 1.54 -2.90
C -3.34 -0.93 -4.97
H -4.11 -0.17 -5.09
H -3.44 -1.38 -3.97
H -3.55 -1.72 -5.70
C 6.18 0.21 3.14
C 5.51 -0.73 2.34
C 4.17 -0.53 1.98
C 3.50 0.62 2.40
C 4.16 1.56 3.21
C 5.50 1.35 3.59
Sb 1.36 0.82 1.91
C 0.76 -0.25 3.77
C -0.48 -0.91 3.86
C -0.84 -1.60 5.03
C 0.03 -1.64 6.12
C 1.26 -0.97 6.05
C 1.61 -0.27 4.88
C 1.16 2.83 2.75
C 0.86 2.99 4.10
C 0.88 4.25 4.70
C 1.18 5.38 3.93
C 1.46 5.23 2.56
C 1.44 3.96 1.97
H 7.23 0.07 3.40
H 6.04 -1.63 2.00
H 3.67 -1.28 1.36
H 3.64 2.45 3.57
H 6.00 2.08 4.22
H -1.19 -0.88 3.03
H -1.81 -2.10 5.07
H -0.24 -2.20 7.02
H 1.94 -0.98 6.90
H 2.57 0.25 4.85
H 0.61 2.12 4.72
H 0.66 4.35 5.76
H 1.19 6.38 4.39
H 1.69 6.11 1.95
H 1.67 3.86 0.90
*
```

Mulliken population analysis, charges in e, atoms 1 to 2: atom 1 (Hg): 0.74, atom 2 (N): -0.48

***

Entry 4:
The following is a DFT calculation (ωB97M-V with the def2-TZVPD basis set) of C15H21N3S in the gas phase in a non-equilibrium geometry.

Structure (SMILES) ... Cc1cc(C)c(C#N)c(SCCN2CCCCC2)n1
HOMO-LUMO gap ... 8.37 eV
E_HOMO ... -8.153 eV
Energy above the lowest of the compared OMol25 structures with the same formula, charge and spin ... 0.697 eV
E ... -31201.501 eV

Structure (ORCA input):
```
! RIJCOSX wB97M-V def2-TZVPD def2/J DEFGRID3
* xyz 0 1
C -5.03 -1.40 -1.28
C -3.90 -0.61 -0.73
C -3.85 0.78 -0.84
C -2.80 1.48 -0.29
C -2.72 2.97 -0.35
C -1.79 0.75 0.37
C -0.77 1.49 1.01
N 0.02 2.14 1.52
C -1.89 -0.65 0.39
S -0.78 -1.78 1.14
C 0.89 -1.04 1.04
C 1.29 -0.73 -0.41
N 2.65 -0.31 -0.59
C 3.00 0.95 0.05
C 4.29 1.48 -0.55
C 5.41 0.46 -0.35
C 4.98 -0.88 -0.94
C 3.66 -1.32 -0.33
N -2.93 -1.28 -0.13
H -4.87 -2.46 -1.07
H -5.97 -1.08 -0.83
H -5.11 -1.25 -2.35
H -4.65 1.31 -1.36
H -2.73 3.40 0.65
H -1.80 3.29 -0.83
H -3.56 3.38 -0.91
H 0.94 -0.16 1.67
H 1.52 -1.83 1.45
H 1.13 -1.63 -1.02
H 0.64 0.06 -0.80
H 2.18 1.66 -0.12
H 3.13 0.83 1.14
H 4.14 1.65 -1.62
H 4.55 2.43 -0.09
H 6.33 0.81 -0.82
H 5.61 0.34 0.72
H 4.85 -0.77 -2.02
H 5.74 -1.64 -0.76
H 3.33 -2.26 -0.78
H 3.80 -1.48 0.76
*
```

natural (NBO) population analysis, charges in e, atoms 1 to 2: atom 1 (C): -0.65, atom 2 (C): 0.27